DFT (ωB97M-V with the def2-TZVPD basis set) results for a cluster of 2 separate species, H4N2O2 in total.

The geometry in XYZ format:
```
8
Properties=species:S:1:pos:R:3:forces:R:3:mulliken_charge:R:1
H -0.000869 0.910146 0.184960 1.4450 -0.7515 1.7842 0.181
N 0.127330 1.935152 0.279407 -4.3707 -2.7010 -4.2172 -0.153
N 0.852290 2.690097 0.773621 1.9893 5.9076 1.7617 -0.202
H 1.560579 2.839007 1.484162 0.9138 -2.4821 0.6266 0.182
O -0.024617 -2.395129 -0.088662 -0.1804 -0.4340 -0.3669 -0.326
O -0.817811 -1.641777 -0.998628 -0.2522 0.2846 -0.5289 -0.364
H 0.009995 -1.762763 0.620618 0.2557 0.2868 0.8128 0.333
H -1.687616 -2.067878 -0.962621 0.1996 -0.1103 0.1277 0.349
```
Forces are in eV/Å.

Results
relative energy (zero: lowest compared OMol25 entry of this formula, charge and spin)	3.0378	eV
net charge	0
lowest unoccupied orbital energy	0.811	eV
frontier orbital gap	8.21	eV
HOMO level	-7.4	eV
SMILES	[H]/N=N\[H].OO